The following is a quantum chemistry calculation of C28H30AuN3O2S4 as an isolated structure, from OMol25.

The geometry in XYZ format:
```
68
C28H30AuN3O2S4 (the ωB97M-V functional and the def2-TZVPD basis)
Au 0.5831 0.8144 -0.0053
O 2.5449 0.8549 0.5670
S 3.5527 -0.3332 0.4725
C 3.8114 -0.7015 2.2227
C 2.5823 -1.2564 2.9453
C 2.3624 -2.7656 2.8162
C 2.0707 -3.2640 1.4055
S 0.4756 -2.6785 0.7661
O 0.8751 -1.3462 0.0838
C 0.3369 -3.8558 -0.5583
C 0.7024 -3.5060 -1.8441
C 0.6028 -4.4667 -2.8427
C 0.1479 -5.7405 -2.5399
C -0.2091 -6.0721 -1.2369
C -0.1222 -5.1246 -0.2331
C 5.0985 0.4461 0.1223
C 5.3374 1.7642 0.4906
C 6.5908 2.2994 0.2451
C 7.5748 1.5254 -0.3605
C 7.3138 0.2151 -0.7343
C 6.0634 -0.3367 -0.4964
H 4.1198 0.2526 2.6531
H 4.6629 -1.3872 2.2427
H 1.6936 -0.7077 2.6211
H 2.7130 -1.0201 4.0017
H 1.5356 -3.0546 3.4679
H 3.2463 -3.2911 3.1845
H 2.0077 -4.3512 1.3695
H 2.8095 -2.9457 0.6693
H 1.0493 -2.5052 -2.0613
H 0.8846 -4.2175 -3.8566
H 0.0634 -6.4814 -3.3233
H -0.5618 -7.0680 -1.0068
H -0.4160 -5.3673 0.7816
H 4.5595 2.3529 0.9583
H 6.8042 3.3204 0.5304
H 8.5520 1.9502 -0.5455
H 8.0766 -0.3740 -1.2241
H 5.8468 -1.3562 -0.7928
S -0.2196 5.1169 -0.1709
C 1.4640 4.9083 -0.3935
C 1.8597 3.5994 -0.4095
C 0.7329 2.7730 -0.2303
C -0.4537 3.4290 -0.0952
C -1.6560 2.6347 -0.0231
C -2.9606 3.0833 0.0024
C -3.9940 2.1576 -0.0141
C -3.7002 0.8045 -0.0576
C -2.3807 0.4042 -0.0630
N -1.3880 1.2977 -0.0379
H 2.0929 5.7776 -0.5052
H 2.8730 3.2689 -0.5632
H -3.1593 4.1457 0.0249
H -5.0216 2.4948 0.0009
H -4.4743 0.0520 -0.0920
H -2.1151 -0.6444 -0.0825
S -2.8381 -2.9265 -0.3358
C -4.4012 -3.5451 -0.2135
N -5.2353 -3.7531 -1.2378
C -6.5145 -4.3361 -0.8375
C -6.3736 -4.4176 0.6991
N -5.0171 -3.9171 0.9151
H -4.9590 -3.5841 -2.1881
H -6.6523 -5.3176 -1.2890
H -7.3427 -3.6975 -1.1398
H -6.4755 -5.4372 1.0668
H -7.1031 -3.7909 1.2104
H -4.5596 -3.8740 1.8070
```

Summary:
Electronic energy (eV): -85106.3535
Frontier orbital gap (eV): 6.5
Total charge: +2
E_HOMO (eV): -12.790
Max |F| (eV Å⁻¹): 0.74



The following is a quantum chemistry calculation of C28H30Br2HfN7O4S as an isolated structure, from OMol25.

The geometry in XYZ format:
```
73
C28H30Br2HfN7O4S (the ωB97M-V functional and the def2-TZVPD basis)
Hf -0.6302 0.1483 0.4512
C -3.4676 -4.4518 -1.9994
C -4.1759 -3.7732 -0.8367
N -3.3124 -3.5919 0.3198
C -2.4564 -2.5887 0.5395
S -2.4606 -1.2642 -0.6108
N -1.7150 -2.6935 1.6206
N -0.8605 -1.6674 1.8411
C -0.0860 -1.7671 2.8724
C -0.0989 -2.9346 3.8010
C 0.8241 -0.6359 3.1327
C 1.5944 -0.5403 4.2847
C 2.3915 0.5782 4.4720
C 2.4088 1.5779 3.5121
C 1.6276 1.4141 2.3842
N 0.8664 0.3337 2.2004
H -4.1540 -4.5788 -2.8361
H -3.0978 -5.4358 -1.7108
H -2.6228 -3.8511 -2.3365
H -5.0291 -4.3642 -0.5043
H -4.5638 -2.7993 -1.1339
H -3.2533 -4.3414 0.9936
H -0.5434 -3.7934 3.3096
H -0.7011 -2.7042 4.6838
H 0.9081 -3.1833 4.1300
H 1.5584 -1.3157 5.0339
H 2.9894 0.6707 5.3685
H 3.0086 2.4682 3.6280
H 1.6017 2.1657 1.6017
C -1.2068 1.2225 -2.9762
C -1.5957 2.2651 -1.9769
C -1.9885 3.5429 -2.4203
C -2.4133 4.4833 -1.5265
C -2.4882 4.1609 -0.1554
C -2.9273 5.0312 0.8758
Br -3.4739 6.7892 0.4610
C -2.9559 4.6122 2.1747
C -2.5641 3.3036 2.5178
Br -2.6058 2.7634 4.3155
C -2.1529 2.4151 1.5549
O -1.7750 1.1667 1.7870
C -2.0923 2.8648 0.2113
N -1.6192 1.9479 -0.6921
H -0.6062 1.6519 -3.7772
H -2.1098 0.8023 -3.4250
H -0.6546 0.4005 -2.5245
H -1.9434 3.7612 -3.4777
H -2.7040 5.4707 -1.8577
H -3.2836 5.2804 2.9581
C 1.4205 -1.4349 -3.7784
C 2.5082 -1.8727 -2.8083
C 2.8361 -0.8246 -1.7295
C 3.8723 -1.4208 -0.7397
C 4.2884 -0.4828 0.3839
C 3.4595 0.4024 -2.3843
O 4.4020 0.3226 -3.1270
N 2.9370 1.6390 -2.0352
C 1.8562 1.8873 -1.2111
O 1.5103 3.0083 -0.9178
N 1.1851 0.7755 -0.7405
C 1.6014 -0.4756 -0.9562
O 0.8725 -1.3584 -0.4344
H 1.3032 -2.1663 -4.5763
H 1.6618 -0.4788 -4.2484
H 0.4532 -1.3486 -3.2774
H 3.4386 -2.0708 -3.3405
H 2.2125 -2.7900 -2.2979
H 4.7390 -1.7051 -1.3375
H 3.4364 -2.3345 -0.3325
H 4.7573 0.4259 0.0023
H 5.0129 -0.9721 1.0335
H 3.4372 -0.1936 1.0051
H 3.4089 2.4521 -2.4108
```

Summary:
Electronic energy (eV): -200374.0451
Frontier orbital gap (eV): 7.1
Total charge: +1
E_HOMO (eV): -10.659
Max |F| (eV Å⁻¹): 0.60



The following is a quantum chemistry calculation of C28H30BrIN5STb as an isolated structure, from OMol25.

The geometry in XYZ format:
```
67
C28H30BrIN5STb (the ωB97M-V functional and the def2-TZVPD basis)
Tb -0.6708 -0.4937 0.2359
C -1.6737 -4.0627 1.9835
C -1.8284 -2.5910 2.2420
C -2.9678 -1.9043 1.8125
C -3.1851 -0.5732 2.1602
C -2.2517 0.1040 2.9364
C -1.0848 -0.5468 3.3347
C -0.8865 -1.8837 2.9984
H -0.6377 -4.3820 2.0862
H -2.0359 -4.3443 0.9937
H -2.2618 -4.6282 2.7087
H -3.7235 -2.4366 1.2458
H -4.0912 -0.0750 1.8398
H -2.4292 1.1289 3.2242
H -0.3559 -0.0307 3.9471
H -0.0067 -2.4029 3.3579
C 1.5488 4.8222 3.7131
C 1.7217 3.5850 2.8550
N 0.4346 3.1789 2.2968
C 0.3012 2.3517 1.2568
S -1.3238 2.0760 0.6348
N 1.4009 1.8295 0.7537
N 1.1375 0.9182 -0.2449
C 1.9121 0.9157 -1.2676
C 2.9957 1.9222 -1.4380
C 1.6208 -0.1535 -2.2560
C 2.3612 -0.3168 -3.4162
C 2.0462 -1.3472 -4.2916
C 1.0001 -2.1942 -3.9800
C 0.2990 -1.9621 -2.8091
N 0.5814 -0.9720 -1.9594
H 2.5020 5.1147 4.1490
H 0.8552 4.6401 4.5357
H 1.1783 5.6603 3.1229
H 2.1355 2.7594 3.4406
H 2.4098 3.7666 2.0283
H -0.3987 3.6386 2.6270
H 2.5564 2.9216 -1.4548
H 3.5807 1.7772 -2.3382
H 3.6574 1.8951 -0.5713
H 3.1810 0.3443 -3.6476
H 2.6165 -1.4812 -5.2005
H 0.7176 -3.0126 -4.6260
H -0.5373 -2.5996 -2.5513
Br -6.0082 0.5593 -2.1868
C -4.3923 1.3185 -2.7730
C -4.4240 2.5668 -3.3860
C -3.2543 3.1590 -3.8274
C -2.0363 2.5130 -3.6691
C -1.9901 1.2678 -3.0665
C -3.1670 0.6834 -2.6200
I -3.0807 -1.1986 -1.6851
H -5.3739 3.0667 -3.5127
H -3.2983 4.1298 -4.3011
H -1.1227 2.9736 -4.0182
H -1.0450 0.7523 -2.9594
C 3.4061 -3.6199 1.2445
C 2.3758 -4.1225 0.4635
C 1.2588 -3.3356 0.2580
N 1.1238 -2.1151 0.7913
C 2.1274 -1.6332 1.5393
C 3.2815 -2.3512 1.7910
H 4.2951 -4.2093 1.4248
H 2.4333 -5.1062 0.0203
H 0.4353 -3.6959 -0.3491
H 1.9928 -0.6370 1.9516
H 4.0619 -1.9213 2.4022
```

Summary:
Electronic energy (eV): -148376.0058
Spin multiplicity: 7
Frontier orbital gap (spin up / spin down) (eV): 7.5 / 7.5
Total charge: +2
E_HOMO (spin up / spin down) (eV): -13.643 / -13.663
Max |F| (eV Å⁻¹): 0.52



The following is a quantum chemistry calculation of C28H30CdN4O4S as an isolated structure, from OMol25.

The geometry in XYZ format:
```
68
C28H30CdN4O4S (the ωB97M-V functional and the def2-TZVPD basis)
Cd -0.3144 -0.4714 0.3830
C 6.5351 -0.6408 -1.7334
C 5.8935 -0.2616 -3.0392
C 6.6388 -0.1259 -4.1995
C 6.0505 0.2192 -5.4095
C 4.6831 0.4399 -5.4515
C 3.9151 0.3211 -4.3049
C 4.5049 -0.0343 -3.0863
N 3.7767 -0.1594 -1.9140
C 2.3616 -0.1508 -1.7643
N 1.7341 -0.9713 -2.6423
C 0.3879 -1.4401 -2.7220
C -0.5651 -1.1477 -1.7421
C -1.8504 -1.6479 -1.9996
C -2.1658 -2.3913 -3.1294
C -1.1665 -2.7072 -4.0380
C 0.1277 -2.2433 -3.8451
C 1.2118 -2.6489 -4.8174
N 1.8148 0.5517 -0.8605
C 2.5671 1.3295 0.0181
C 3.0437 0.7678 1.2061
C 3.7668 1.5378 2.1023
C 4.0215 2.8738 1.8299
C 3.5377 3.4328 0.6539
C 2.8112 2.6816 -0.2589
C 2.2634 3.2808 -1.5247
H 7.5882 -0.8805 -1.8760
H 6.0315 -1.5037 -1.2915
H 6.4712 0.1756 -1.0070
H 7.7074 -0.3097 -4.1609
H 6.6519 0.3204 -6.3043
H 4.2027 0.7209 -6.3811
H 2.8515 0.5169 -4.3401
H 4.2469 0.1083 -1.0625
H 2.3715 -1.4704 -3.2375
H -2.6300 -1.4417 -1.2713
H -3.1764 -2.7520 -3.2947
H -1.3920 -3.3196 -4.9062
H 0.8252 -3.3939 -5.5130
H 2.0676 -3.1060 -4.3076
H 1.5868 -1.8022 -5.4032
H 2.8027 -0.2697 1.4199
H 4.1166 1.0939 3.0269
H 4.5682 3.4849 2.5382
H 3.7153 4.4832 0.4463
H 2.3895 4.3638 -1.5283
H 1.2026 3.0367 -1.6093
H 2.7708 2.8720 -2.4038
O -1.8928 1.0555 3.0730
S -2.0028 1.1747 1.6168
O -2.9825 2.1852 1.2212
O -0.6346 1.5128 1.0372
O -2.3624 -0.1767 1.0265
C 1.6067 -3.5633 -0.4159
C 1.5271 -3.2175 1.0407
C 1.9760 -3.9868 2.0978
C 1.7166 -3.2368 3.2724
C 1.1218 -2.0562 2.8619
C 0.7576 -0.8854 3.7192
N 0.9994 -2.0396 1.4969
H 1.9646 -4.5894 -0.5298
H 2.3026 -2.9060 -0.9513
H 0.6339 -3.4801 -0.9054
H 2.4378 -4.9643 2.0379
H 1.9444 -3.5262 4.2901
H 0.7208 -1.1869 4.7682
H -0.2029 -0.4423 3.4578
H 1.5045 -0.0873 3.6259
```

Summary:
Electronic energy (eV): -59075.6468
Frontier orbital gap (eV): 5.3
Total charge: -2
E_HOMO (eV): -1.321
Max |F| (eV Å⁻¹): 2.88



The following is a quantum chemistry calculation of C28H30Cl2N7O3PTi as an isolated structure, from OMol25.

The geometry in XYZ format:
```
72
C28H30Cl2N7O3PTi (the ωB97M-V functional and the def2-TZVPD basis)
Ti 0.5115 0.1132 -0.6572
Cl -4.2536 5.0472 -1.6438
C -2.8627 4.1849 -1.0729
C -2.6630 2.8814 -1.5129
C -1.5606 2.1596 -1.0768
N -1.2638 0.8301 -1.4249
C -2.0035 0.0501 -2.2248
O -3.0328 0.3047 -2.8468
C -1.4208 -1.3523 -2.3313
C -2.0468 -2.2881 -3.1401
C -1.5316 -3.5694 -3.2179
C -0.4020 -3.8850 -2.4725
C 0.1701 -2.8998 -1.6932
N -0.3092 -1.6505 -1.6248
C -0.6325 2.7671 -0.1849
C -0.8567 4.0645 0.2518
C -1.9677 4.7711 -0.1940
Cl -2.1980 6.3918 0.3755
N 0.4687 1.9705 0.1664
C 1.2337 2.1507 1.2661
O 1.1673 3.0433 2.1097
C 2.2672 1.0625 1.3960
C 3.1991 1.1214 2.4176
C 4.1901 0.1580 2.5045
C 4.2182 -0.8422 1.5319
C 3.2427 -0.8679 0.5640
N 2.2407 0.0388 0.4885
H -3.3683 2.4250 -2.1891
H -2.9292 -1.9780 -3.6817
H -2.0035 -4.3161 -3.8428
H 0.0281 -4.8764 -2.4934
H 1.0489 -3.1024 -1.0906
H -0.1692 4.5214 0.9460
H 3.1241 1.9479 3.1111
H 4.9288 0.1866 3.2933
H 4.9847 -1.6050 1.5345
H 3.2237 -1.6538 -0.1831
C -2.9697 -1.0626 3.5773
N -1.7876 -0.2965 3.9603
C -0.8273 -1.1985 4.5887
N -0.4645 -2.3521 3.7627
C -1.6909 -3.0510 3.3815
N -2.6803 -2.2082 2.7135
C -2.2105 -1.7723 1.3982
P -0.6495 -0.7763 1.4884
C -1.2006 0.3980 2.8144
C 0.2964 -1.9365 2.5843
H -3.6754 -0.4020 3.0709
H -3.4388 -1.4409 4.4882
H -1.2712 -1.5752 5.5129
H 0.0770 -0.6406 4.8386
H -2.1476 -3.4480 4.2908
H -1.4361 -3.8887 2.7282
H -2.9847 -1.1707 0.9142
H -2.0403 -2.6479 0.7644
H -1.9292 1.0925 2.3878
H -0.3520 1.0017 3.1445
H 1.2219 -1.4459 2.9005
H 0.5810 -2.8207 2.0059
C 2.8099 0.5355 -4.4770
C 2.7505 2.0060 -4.0205
C 1.8450 1.9865 -2.7803
O 1.6141 0.5898 -2.4890
C 1.6410 -0.1004 -3.7439
H 3.7416 0.0698 -4.1566
H 2.7262 0.4248 -5.5565
H 2.3238 2.6449 -4.7917
H 3.7416 2.3870 -3.7843
H 0.8792 2.4610 -2.9705
H 2.2841 2.4295 -1.8907
H 0.6941 0.0663 -4.2698
H 1.7566 -1.1634 -3.5428
```

Summary:
Electronic energy (eV): -103548.0101
Spin multiplicity: 3
Frontier orbital gap (spin up / spin down) (eV): 5.2 / 7.1
Total charge: 0
E_HOMO (spin up / spin down) (eV): -5.535 / -7.246
Max |F| (eV Å⁻¹): 0.95



The following is a quantum chemistry calculation of C28H30Cl5KN7O9S as an isolated structure, from OMol25.

The geometry in XYZ format:
```
81
C28H30Cl5KN7O9S (the ωB97M-V functional and the def2-TZVPD basis)
K -0.9980 1.2271 -0.7349
Cl 5.7020 0.5636 3.1240
C 4.0652 0.5981 2.5482
C 3.7809 0.5575 1.1870
Cl 5.0883 0.4706 0.0428
C 2.4741 0.5942 0.7377
Cl 2.1229 0.5432 -0.9726
C 1.3409 0.6877 1.6080
O 0.1603 0.7526 1.1850
C 1.6841 0.7046 2.9979
Cl 0.3594 0.7911 4.1108
C 2.9922 0.6682 3.4414
Cl 3.3201 0.7104 5.1456
O -3.4962 2.0184 -1.3191
C -3.6966 0.7844 -1.3644
O -2.8294 -0.1174 -1.5212
C -5.1282 0.3012 -1.1815
C -5.4024 -1.0584 -1.1042
C -6.7032 -1.5119 -0.9153
C -7.7480 -0.6085 -0.8060
C -7.4446 0.7369 -0.8910
C -6.1662 1.2184 -1.0716
N -8.5623 1.7167 -0.7779
O -8.2952 2.8955 -0.8643
O -9.6769 1.2766 -0.5705
H -4.5758 -1.7499 -1.1889
H -6.9064 -2.5730 -0.8511
H -8.7691 -0.9258 -0.6569
H -5.9552 2.2758 -1.1234
C 3.6032 5.8237 0.2326
C 3.7067 4.5682 -0.6065
N 2.4458 3.8633 -0.5337
C 1.2287 4.5007 -0.6716
N 0.2243 3.8096 -1.0621
C -1.0868 4.4536 -1.1161
C -1.2013 5.6299 -0.1641
C -0.0369 6.5645 -0.4091
N 1.2048 5.8281 -0.2627
C 2.4147 6.6293 -0.2508
H 4.5137 6.4202 0.1551
H 3.4588 5.5462 1.2793
H 4.4875 3.9036 -0.2356
H 3.9692 4.8422 -1.6396
H 2.4151 2.9300 -0.9193
H -1.8530 3.7122 -0.8967
H -1.2951 4.7905 -2.1390
H -1.1540 5.2732 0.8686
H -2.1507 6.1527 -0.2928
H -0.0195 7.3865 0.3116
H -0.1145 7.0130 -1.4114
H 2.2310 7.4856 0.4027
H 2.6266 7.0355 -1.2531
C 3.6596 -5.5625 3.4407
C 2.6377 -6.1832 2.4941
S 2.5679 -5.2961 0.9753
O 2.1757 -3.9404 1.2723
O 3.7819 -5.5606 0.2336
C 1.2527 -6.0948 0.1218
C 1.0594 -5.5799 -1.3033
N 0.4110 -4.2772 -1.3589
C 1.0006 -3.0828 -1.6424
N 0.1545 -2.0755 -1.5447
C -1.0522 -2.6143 -1.2173
C -0.9175 -3.9626 -1.1113
N -1.9302 -4.9127 -0.7981
O -3.0628 -4.5040 -0.6563
O -1.6088 -6.0973 -0.7114
C 2.4479 -2.9006 -1.9522
H 3.6824 -6.1455 4.3608
H 3.3948 -4.5365 3.6880
H 4.6566 -5.5684 3.0032
H 1.6301 -6.1525 2.9123
H 2.8894 -7.2132 2.2364
H 0.3388 -5.9799 0.7032
H 1.5268 -7.1509 0.0813
H 0.4401 -6.2972 -1.8314
H 2.0124 -5.5054 -1.8195
H -1.9487 -2.0214 -1.1015
H 2.9113 -3.7753 -2.4038
H 2.9933 -2.6644 -1.0396
H 2.5404 -2.0553 -2.6311
```

Summary:
Electronic energy (eV): -148153.6971
Frontier orbital gap (eV): 6.5
Total charge: -1
E_HOMO (eV): -4.865
Max |F| (eV Å⁻¹): 1.40



The following is a quantum chemistry calculation of C28H30FeNO as an isolated structure, from OMol25.

The geometry in XYZ format:
```
61
C28H30FeNO (the ωB97M-V functional and the def2-TZVPD basis)
C 1.7436 -5.8062 -3.8108
O 2.2005 -5.4122 -2.5038
C 1.4018 -4.6711 -1.6914
C 2.0381 -4.0689 -0.5766
C 1.3401 -3.1827 0.2007
C -0.0344 -2.8729 -0.0369
C -0.6236 -1.8629 0.7846
C -2.0240 -1.6852 1.1497
C -2.5688 -1.8404 2.5215
C -3.9040 -1.2819 2.5676
C -4.2020 -0.7429 1.2528
C -3.0871 -1.0450 0.3909
Fe -2.5544 0.0542 2.0220
C -0.8410 0.8163 2.6371
C -1.7643 0.6368 3.7432
C -2.9692 1.3815 3.4504
C -2.7908 2.0327 2.1682
C -1.4695 1.7003 1.6788
C -0.6831 -3.5596 -1.1028
C 0.0216 -4.4375 -1.9187
H 2.6231 -6.2805 -4.2492
H 0.9163 -6.5232 -3.7308
H 1.4362 -4.9455 -4.4219
H 3.0986 -4.2715 -0.4193
H 1.8673 -2.6492 0.9949
H 0.0470 -1.4511 1.5421
H -2.0633 -2.4071 3.3009
H -4.6048 -1.3244 3.4019
H -5.1303 -0.2545 0.9496
H -3.1132 -0.9954 -0.6900
H 0.1843 0.4689 2.5965
H -1.5301 0.1282 4.6749
H -3.8113 1.5151 4.1285
H -3.4477 2.7723 1.7194
H -0.9762 2.1593 0.8278
H -1.7306 -3.3294 -1.3170
H -0.4627 -4.9201 -2.7720
C 1.8856 0.8133 0.5259
C 0.9931 0.1512 -0.4887
C 1.8320 -0.5271 -1.5573
N -0.2936 0.1569 -0.4644
C -1.0007 0.3835 -1.7561
C -1.4990 1.7999 -1.9181
C -0.7903 2.7188 -2.7015
C -1.1267 4.0700 -2.6527
C -2.1688 4.5227 -1.8353
C -2.9326 3.5885 -1.1213
C -2.6540 2.2259 -1.2540
H 2.3215 0.0635 1.2063
H 2.7228 1.2758 -0.0209
H 1.3712 1.5848 1.1053
H 2.5317 -1.2568 -1.1117
H 1.2011 -1.0545 -2.2842
H 2.4354 0.2454 -2.0641
H -0.3562 0.1698 -2.6237
H -1.8748 -0.2749 -1.7878
H 0.0093 2.3632 -3.3554
H -0.5635 4.7668 -3.2716
H -2.3913 5.5913 -1.7799
H -3.7636 3.9022 -0.4857
H -3.3449 1.4771 -0.8602
```

Summary:
Electronic energy (eV): -67440.5316
Spin multiplicity: 5
Frontier orbital gap (spin up / spin down) (eV): 2.9 / 6.6
Total charge: -1
E_HOMO (spin up / spin down) (eV): -0.124 / -3.814
Max |F| (eV Å⁻¹): 3.63